DFT (wB97M-V/def2-TZVPD) results for a structure of composition C30H26AgF7N4O4S2.

Each line ends with the Mulliken charge.
CARTESIAN COORDINATES (ANGSTROEM)
Ag (-0.39646, 1.28060, -0.31311)  -0.53
C (-1.26347, -3.37285, 5.80288)  -1.48
C (-2.44070, -2.91002, 4.99204)  0.86
C (-3.70236, -3.45831, 5.17368)  -0.75
C (-4.78873, -3.04243, 4.41565)  -0.73
C (-4.60194, -2.07497, 3.44095)  -1.05
C (-3.34887, -1.51852, 3.23047)  -0.24
C (-2.26871, -1.91740, 4.01600)  0.43
N (-0.98238, -1.35297, 3.87298)  -0.16
C (-0.76348, -0.35135, 2.88227)  -0.45
N (-1.41522, 0.79818, 3.22156)  -0.02
C (-2.25492, 1.59779, 2.39961)  0.99
C (-2.05329, 1.72864, 1.02189)  -1.32
C (-3.04592, 2.49306, 0.37547)  0.22
C (-4.10173, 3.11700, 1.02608)  -1.02
C (-4.22189, 2.98536, 2.40099)  -0.60
C (-3.30950, 2.21469, 3.10468)  1.30
C (-3.48437, 2.04364, 4.59441)  -1.56
N (0.03346, -0.49321, 1.90970)  -0.13
C (0.58592, -1.77666, 1.71855)  -0.14
C (-0.20749, -2.85498, 1.33478)  0.44
C (0.35657, -4.10877, 1.15716)  -1.18
C (1.71503, -4.29151, 1.36685)  -0.88
C (2.50646, -3.20538, 1.71533)  -0.74
C (1.96557, -1.93752, 1.88133)  1.20
C (2.82227, -0.73571, 2.15568)  -1.62
H (-1.57993, -4.06867, 6.58015)  0.41
H (-0.75353, -2.52775, 6.27119)  0.35
H (-0.52563, -3.88533, 5.17757)  0.27
H (-3.83179, -4.22862, 5.92690)  0.34
H (-5.76516, -3.48302, 4.57426)  0.37
H (-5.42731, -1.75565, 2.81753)  0.45
H (-3.21727, -0.78885, 2.44090)  0.68
H (-0.26090, -2.06295, 3.83334)  0.60
H (-1.77812, 0.69342, 4.15339)  0.28
H (-2.97769, 2.61726, -0.70122)  0.40
H (-4.82285, 3.70657, 0.46869)  0.34
H (-5.03630, 3.46444, 2.93678)  0.26
H (-4.34067, 2.62400, 4.94038)  0.38
H (-2.60663, 2.38113, 5.15594)  0.36
H (-3.66922, 0.99851, 4.87052)  0.26
H (-1.25836, -2.69369, 1.12707)  0.69
H (-0.26391, -4.92420, 0.80890)  0.43
H (2.16709, -5.26218, 1.20350)  0.37
H (3.57848, -3.33352, 1.82634)  0.28
H (3.87468, -1.01786, 2.21570)  0.46
H (2.53777, -0.23322, 3.08302)  0.28
H (2.69362, -0.01136, 1.34797)  0.26
F (2.46073, -3.09324, -4.16864)  -0.26
C (1.70819, -2.04288, -3.78402)  0.43
F (2.49160, -0.96849, -3.81652)  -0.21
F (0.73929, -1.88818, -4.69322)  -0.24
S (1.03356, -2.36597, -2.06624)  0.92
O (1.94168, -1.64698, -1.23372)  -0.53
O (1.00827, -3.80518, -2.01059)  -0.69
N (-0.40291, -1.72911, -2.05537)  -0.05
S (-1.68078, -2.60803, -2.34524)  0.95
O (-2.25271, -3.21968, -1.17450)  -0.65
O (-1.64993, -3.38591, -3.55540)  -0.68
C (-2.84327, -1.22857, -2.72185)  0.58
F (-4.04804, -1.76463, -3.01257)  -0.26
F (-2.45129, -0.52657, -3.79065)  -0.25
F (-2.99779, -0.40010, -1.69502)  -0.17
F (3.14262, 3.37699, -5.11894)  -0.38
C (2.41489, 2.85430, -4.07365)  0.74
C (1.27595, 2.13028, -4.33924)  -0.84
C (0.55961, 1.60360, -3.26447)  0.53
C (0.91646, 1.79366, -1.91728)  -1.05
C (2.08987, 2.54572, -1.73771)  0.27
C (2.84898, 3.06848, -2.78531)  -0.81
H (0.97117, 1.95597, -5.36505)  0.37
H (-0.32014, 1.01937, -3.50225)  0.22
H (2.44405, 2.74604, -0.72994)  0.29
H (3.75450, 3.63913, -2.60960)  0.36

Results
Energy relative to the best compared isomer or geometry (same formula, charge and spin)   6.9 kcal per mole
HOMO energy   -2.00 eV
Energy   -90375.2500 eV
E_LUMO   4.116 eV
Orbital gap   6.112 eV
Charge   -2